# C27H78N12O9

A cluster of 9 separate species, C27H78N12O9 in total in a non-equilibrium geometry (the ωB97M-V functional and the def2-TZVPD basis, OMol25).

**DFT total energy**: -65568.366 eV
**ΔE to the lowest compared entry with this formula, charge and spin**: 411.5 kJ/mol
**Highest occupied orbital energy**: -0.3096 Ha
**SMILES string**: COC[C@H](C)N.COC[C@H](C)N.COC[C@H](C)N.COC[C@H](C)N.COC[C@H](C)N.COC[C@H](C)N.NC(N)=O.NC(N)=O.NC(N)=O
**Orbital gap**: 8.56 eV

Positions of all 126 atoms, in Å:
O 4.9009 -3.1498 -0.1365
O 2.3061 -0.8033 -0.1549
O 4.3645 -5.7103 2.1662
O 6.0449 3.2652 2.2372
O -2.8686 0.5592 -2.6430
O -5.4359 -2.4101 -0.5070
O 1.0632 -0.4614 -3.8457
O 1.8367 4.5512 -0.4509
O -3.2127 -2.2379 3.8143
N 2.5020 -7.0104 2.2473
N 0.7085 -2.2130 0.6590
N 3.7682 -2.4690 -1.9912
N 2.5130 -5.1065 0.9582
N 5.7279 -3.6380 -2.2158
N 0.2066 -0.0277 0.1749
N 3.6198 0.4952 2.2086
N -6.2856 -1.8133 5.7483
N 2.4443 1.5237 -0.9329
N 4.2675 6.6099 -2.3585
N -4.1935 -1.9690 -3.2840
N -2.5062 -0.8943 1.1346
C 4.7651 1.3090 1.7594
C 6.1151 4.6046 2.6478
C 4.7758 1.5900 0.2679
C -6.7960 -2.7658 -0.3519
C 3.1434 7.1757 -0.3342
C -3.3145 -1.5950 0.1447
C 0.7284 3.7419 -0.7623
C -5.5901 -0.6533 -4.8928
C 1.8296 -0.1555 -2.7066
C -4.7172 -1.9810 0.6290
C 1.1437 -1.0177 0.2219
C -4.6322 -0.0505 5.3238
C -0.3175 -0.6203 -3.5046
C 4.8353 -3.0633 -1.3560
C 3.6403 5.9865 -1.1682
C 1.5094 1.1840 -2.0175
C 4.8445 2.6043 2.5461
C 3.2005 -5.8856 1.8537
C -2.7084 1.5114 -1.6008
C -4.0034 -2.4149 4.9652
C -4.3485 -0.7166 -4.0515
C -5.1825 -1.4209 4.9080
C -4.1684 0.5451 -3.2071
C 2.4665 5.1147 -1.5935
C 1.5544 2.3154 -3.0461
C -2.1590 -3.1635 3.6545
C -2.6055 -2.8212 -0.4184
H -5.5011 -1.3244 3.8694
H 4.9316 5.9593 -2.7810
H 2.8775 -7.5762 2.9841
H 1.5349 -7.0733 2.0009
H -6.5613 -2.7663 5.5238
H 2.3596 6.9275 0.3866
H 0.7495 2.9527 -0.0022
H -3.4816 -0.9722 -0.7409
H -0.8261 -0.6485 -4.4634
H -7.3686 -1.9511 -0.8122
H 2.8269 8.0336 -0.9221
H -1.5183 -2.8902 2.8227
H -0.2485 -2.1793 0.9741
H -0.1938 4.2791 -0.5134
H 2.0707 2.3295 -0.4422
H 1.7673 5.6983 -2.2010
H -7.0360 -3.6406 -0.9559
H -0.7536 -0.2107 0.4679
H -1.8318 1.1821 -1.0393
H 3.2436 -1.7933 -1.4448
H -5.1603 -1.0692 1.0563
H -2.5079 -3.6636 0.2776
H 3.9376 7.4915 0.3526
H 3.8546 -2.2844 -2.9746
H 1.5335 -5.2740 0.8566
H -3.8431 0.2712 4.6434
H -3.2977 -3.3347 -1.1000
H -2.5417 2.5355 -1.9495
H -4.7456 -2.7796 1.3755
H 4.9144 7.2855 -1.9514
H 1.0143 2.0328 -3.9521
H -0.5931 0.2346 -2.8968
H 3.2883 0.0435 1.3499
H -4.2595 1.4633 -3.7996
H 2.8711 1.1687 2.3863
H -3.6140 1.4575 -0.9869
H 0.4831 1.2740 -1.6332
H -3.0460 -0.0536 1.3465
H 4.8895 0.7289 -0.3887
H 2.8158 4.2609 -2.1893
H -1.5137 -3.2123 4.5374
H 6.5382 -4.1538 -1.9339
H 3.9810 3.2506 2.3054
H 2.8952 -0.1294 -2.9351
H -6.0827 -1.8614 6.7413
H -4.4242 -3.4329 4.9152
H 5.5838 -3.5567 -3.2028
H -2.6041 -1.4613 1.9879
H 4.3743 5.4115 -0.6001
H 2.3923 0.7778 -0.2399
H 1.3071 -2.9736 0.9318
H 3.0213 -4.3912 0.4532
H -4.2743 -0.0061 6.3508
H 0.7010 3.3109 -1.7644
H 4.0099 2.2729 -0.1274
H -3.4709 -2.3365 5.9193
H -5.8128 -1.5043 -5.5339
H 0.5455 0.8880 -0.0485
H 5.7043 0.7663 1.9169
H -0.4756 -1.5412 -2.9335
H -5.4452 0.6640 5.1671
H 5.5582 5.2002 1.9190
H -2.5497 -4.1761 3.5061
H -1.7286 -2.6084 -1.0268
H 1.1203 3.2365 -2.6517
H -7.1145 -2.8759 0.6856
H 4.7376 2.4500 3.6292
H 5.6454 2.2152 0.0167
H -3.4963 -0.6898 -4.7410
H -3.3475 -1.8268 -2.7245
H 5.7664 4.7782 3.6718
H 1.7085 -0.9468 -1.9539
H -6.4855 -0.4524 -4.2941
H 7.1433 4.9669 2.6828
H -4.9988 0.5509 -2.4833
H -5.4767 0.1851 -5.5872
H -4.8343 -1.8795 -2.4878
H 2.5868 2.5189 -3.3401

Atom charges from the Löwdin analysis, given in e for atoms 1 to 99: number 1, O, carries 0.02; number 2, O, carries -0.09; number 3, O, carries 0.04; number 4, O, carries -0.19; number 5, O, carries -0.23; number 6, O, carries -0.23; number 7, O, carries -0.17; number 8, O, carries -0.16; number 9, O, carries -0.23; number 10, N, carries 0.13; number 11, N, carries 0.22; number 12, N, carries 0.16; number 13, N, carries 0.15; number 14, N, carries 0.15; number 15, N, carries 0.19; number 16, N, carries 0.06; number 17, N, carries 0.04; number 18, N, carries 0.02; number 19, N, carries 0.03; number 20, N, carries 0.07; number 21, N, carries 0.06; number 22, C, carries -0.41; number 23, C, carries -0.11; number 24, C, carries -0.08; number 25, C, carries -0.08; number 26, C, carries -0.07; number 27, C, carries -0.41; number 28, C, carries -0.14; number 29, C, carries -0.07; number 30, C, carries -0.20; number 31, C, carries -0.19; number 32, C, carries -0.59; number 33, C, carries -0.06; number 34, C, carries -0.07; number 35, C, carries -0.66; number 36, C, carries -0.41; number 37, C, carries -0.39; number 38, C, carries -0.23; number 39, C, carries -0.67; number 40, C, carries -0.09; number 41, C, carries -0.21; number 42, C, carries -0.44; number 43, C, carries -0.44; number 44, C, carries -0.21; number 45, C, carries -0.19; number 46, C, carries -0.05; number 47, C, carries -0.10; number 48, C, carries -0.06; number 49, H, carries 0.13; number 50, H, carries 0.07; number 51, H, carries 0.10; number 52, H, carries 0.08; number 53, H, carries 0.07; number 54, H, carries 0.07; number 55, H, carries 0.09; number 56, H, carries 0.11; number 57, H, carries 0.09; number 58, H, carries 0.09; number 59, H, carries 0.08; number 60, H, carries 0.06; number 61, H, carries 0.06; number 62, H, carries 0.11; number 63, H, carries 0.03; number 64, H, carries 0.14; number 65, H, carries 0.09; number 66, H, carries 0.06; number 67, H, carries 0.06; number 68, H, carries 0.04; number 69, H, carries 0.13; number 70, H, carries 0.08; number 71, H, carries 0.07; number 72, H, carries 0.09; number 73, H, carries 0.08; number 74, H, carries 0.07; number 75, H, carries 0.08; number 76, H, carries 0.09; number 77, H, carries 0.13; number 78, H, carries 0.07; number 79, H, carries 0.10; number 80, H, carries 0.05; number 81, H, carries 0.03; number 82, H, carries 0.13; number 83, H, carries 0.06; number 84, H, carries 0.09; number 85, H, carries 0.08; number 86, H, carries 0.09; number 87, H, carries 0.08; number 88, H, carries 0.10; number 89, H, carries 0.10; number 90, H, carries 0.10; number 91, H, carries 0.13; number 92, H, carries 0.13; number 93, H, carries 0.08; number 94, H, carries 0.12; number 95, H, carries 0.09; number 96, H, carries 0.05; number 97, H, carries 0.13; number 98, H, carries 0.01; number 99, H, carries 0.09